1.
{"formula": "C29H23Cl5FN4O7Tl", "method": "ωB97M-V with the def2-TZVPD basis set", "max_force_ev_per_a": 0.15, "charge": 2, "e_lumo_ev": -4.8303, "homo_energy_ev": -12.88, "elements": ["Tl", "O", "C", "O", "C", "C", "C", "C", "C", "N", "C", "O", "O", "H", "H", "H", "H", "H", "Cl", "C", "C", "C", "Cl", "C", "Cl", "C", "Cl", "C", "Cl", "C", "C", "N", "C", "C", "C", "O", "O", "C", "O", "C", "C", "C", "F", "C", "C", "C", "N", "C", "C", "N", "C", "C", "H", "H", "H", "H", "H", "H", "H", "H", "H", "H", "H", "H", "H", "H", "H", "H", "H", "H"], "positions_angstrom": [[-0.233, 0.700, 0.004], [-3.145, -0.055, 3.601], [-2.182, 0.112, 2.710], [-2.356, 0.531, 1.591], [-0.833, -0.286, 3.239], [-0.647, -0.786, 4.521], [0.633, -1.155, 4.895], [1.669, -1.027, 3.982], [1.387, -0.513, 2.725], [0.162, -0.144, 2.378], [2.398, -0.361, 1.614], [3.666, -0.632, 1.856], [2.071, -0.006, 0.504], [-3.994, 0.199, 3.206], [-1.486, -0.885, 5.194], [0.823, -1.551, 5.883], [2.663, -1.341, 4.273], [3.836, -0.896, 2.768], [-2.575, 2.240, -1.515], [-1.545, 3.320, -0.644], [-0.484, 2.794, 0.077], [0.323, 3.648, 0.811], [1.628, 3.000, 1.737], [0.094, 5.022, 0.819], [1.098, 6.065, 1.729], [-0.970, 5.539, 0.076], [-1.262, 7.222, 0.070], [-1.798, 4.687, -0.658], [-3.109, 5.319, -1.558], [1.286, -4.644, -5.722], [-0.088, -4.042, -5.480], [-0.025, -2.811, -4.671], [-0.254, -2.889, -3.357], [-0.192, -1.846, -2.467], [-0.493, -2.241, -1.040], [-0.598, -3.418, -0.777], [-0.642, -1.322, -0.117], [0.159, -0.555, -2.954], [0.272, 0.492, -2.277], [0.416, -0.470, -4.399], [0.752, 0.774, -4.947], [0.992, 0.873, -6.285], [1.272, 2.076, -6.825], [0.940, -0.239, -7.137], [0.602, -1.461, -6.601], [0.326, -1.592, -5.231], [1.207, -0.138, -8.537], [2.431, 0.549, -8.922], [2.781, 0.169, -10.348], [1.634, 0.566, -11.242], [0.333, -0.052, -10.802], [0.078, 0.297, -9.348], [1.191, -5.548, -6.323], [1.754, -4.916, -4.776], [1.950, -3.955, -6.243], [-0.717, -4.741, -4.933], [-0.610, -3.816, -6.409], [-0.508, -3.867, -2.967], [0.803, 1.643, -4.305], [0.582, -2.313, -7.265], [3.246, 0.243, -8.269], [2.346, 1.643, -8.850], [2.905, -0.906, -10.455], [3.671, 0.685, -10.701], [1.835, 0.300, -12.207], [1.542, 1.585, -11.232], [0.440, -1.127, -10.933], [-0.452, 0.323, -11.454], [-0.826, -0.217, -9.026], [-0.106, 1.379, -9.251]], "forces_ev_per_a": [[-0.069, -0.011, 0.037], [0.008, -0.014, 0.046], [-0.016, 0.027, -0.086], [0.043, 0.008, 0.040], [-0.008, -0.013, 0.038], [0.000, -0.008, 0.001], [-0.004, -0.002, 0.010], [0.015, -0.009, 0.004], [0.002, -0.033, 0.014], [0.003, 0.041, -0.054], [-0.028, -0.019, 0.011], [0.035, 0.004, -0.046], [0.003, 0.019, -0.050], [-0.013, 0.011, -0.019], [0.006, -0.001, -0.002], [-0.001, 0.000, -0.006], [-0.003, 0.004, -0.009], [-0.014, 0.001, 0.030], [-0.035, -0.031, -0.043], [0.024, -0.027, 0.026], [0.006, 0.127, 0.039], [-0.042, -0.033, -0.033], [0.041, -0.009, 0.028], [-0.038, -0.009, -0.030], [0.014, 0.010, 0.011], [0.029, -0.014, 0.020], [-0.009, 0.009, -0.004], [0.018, 0.018, 0.012], [-0.027, 0.009, -0.019], [0.002, -0.002, 0.006], [0.042, -0.018, 0.001], [-0.025, -0.053, -0.008], [0.005, -0.013, -0.022], [-0.015, 0.072, 0.012], [0.132, -0.046, 0.056], [-0.053, 0.028, -0.008], [-0.048, -0.005, -0.033], [-0.006, -0.052, -0.069], [0.047, -0.060, 0.079], [0.010, 0.042, 0.019], [0.003, -0.007, -0.032], [-0.054, 0.019, 0.063], [0.010, -0.011, -0.024], [-0.003, 0.066, 0.018], [0.042, -0.043, -0.030], [0.006, 0.054, 0.035], [-0.017, -0.094, -0.070], [0.002, 0.012, -0.005], [0.002, -0.003, 0.056], [0.016, -0.027, -0.029], [-0.032, -0.011, 0.044], [0.027, 0.088, 0.022], [0.001, 0.006, 0.003], [0.000, 0.001, -0.008], [-0.011, 0.000, 0.001], [-0.017, 0.014, 0.011], [-0.002, 0.008, -0.006], [0.000, -0.003, -0.001], [-0.002, -0.005, 0.003], [-0.003, 0.009, 0.003], [0.013, -0.020, -0.014], [-0.005, -0.003, 0.020], [-0.007, -0.004, -0.015], [-0.001, 0.004, -0.011], [-0.002, 0.019, -0.009], [-0.003, 0.007, -0.002], [0.016, -0.003, -0.009], [0.003, 0.000, -0.010], [-0.007, -0.016, -0.014], [-0.003, -0.005, 0.011]], "mulliken_charge": [1.541, -0.436, 0.178, -0.447, 0.556, -0.793, -0.783, -1.101, 1.316, 0.221, 0.302, -0.454, -0.409, 0.396, 0.565, 0.459, 0.289, 0.280, -0.133, 0.502, -0.633, 0.525, -0.190, -0.078, -0.154, 0.446, -0.153, -0.069, -0.165, -1.009, -0.993, 0.176, -0.104, -0.445, 0.132, -0.721, -0.492, 1.926, -1.070, 0.600, -0.437, -0.001, -0.352, -1.548, -0.875, 0.548, 0.402, -0.490, -0.892, -0.145, -0.844, -0.489, 0.380, 0.340, 0.327, 0.473, 0.416, 0.556, 0.627, 0.437, 0.459, 0.410, 0.351, 0.435, 0.355, 0.400, 0.356, 0.416, 0.466, 0.341]}

2.
{"formula": "C29H23CoN6O4S", "method": "ωB97M-V with the def2-TZVPD basis set", "s2": 0.757, "max_force_ev_per_a": 1.01, "charge": -1, "e_lumo_ev": [2.3559, 2.3596], "spin_multiplicity": 2, "homo_energy_ev": [-4.48, -4.46], "elements": ["Co", "O", "C", "N", "C", "C", "C", "C", "C", "C", "N", "C", "C", "C", "C", "C", "N", "H", "H", "H", "H", "H", "H", "H", "H", "H", "H", "C", "C", "C", "C", "C", "C", "C", "S", "O", "O", "N", "C", "C", "C", "C", "C", "C", "C", "C", "N", "C", "H", "H", "H", "H", "H", "H", "H", "H", "H", "H", "H", "H", "H", "O", "C", "N"], "positions_angstrom": [[-0.123, 0.268, 1.160], [-1.607, 1.486, 4.748], [-1.156, 1.407, 3.593], [-1.015, 0.326, 2.836], [-0.987, -0.956, 3.493], [0.387, -1.540, 3.242], [0.791, -2.689, 4.036], [1.696, -3.603, 3.683], [2.536, -3.533, 2.509], [2.801, -2.410, 1.851], [1.017, -0.963, 2.294], [-0.641, 2.656, 2.900], [-1.173, 3.905, 3.170], [-0.709, 4.995, 2.452], [0.291, 4.799, 1.512], [0.801, 3.519, 1.344], [0.343, 2.466, 2.013], [-1.753, -1.629, 3.096], [-1.131, -0.853, 4.573], [0.158, -2.907, 4.889], [1.751, -4.506, 4.282], [3.000, -4.440, 2.144], [3.427, -2.392, 0.965], [-1.941, 3.992, 3.928], [-1.123, 5.983, 2.620], [0.679, 5.617, 0.918], [1.607, 3.324, 0.644], [-0.034, -4.532, -4.804], [0.489, -3.459, -3.883], [-0.357, -2.497, -3.345], [0.112, -1.527, -2.468], [1.450, -1.517, -2.116], [2.311, -2.470, -2.649], [1.837, -3.424, -3.534], [2.205, -0.415, -0.884], [3.270, 0.319, -1.628], [2.430, -1.168, 2.270], [0.934, 0.539, -0.452], [0.403, 1.451, -1.341], [0.961, 1.955, -2.514], [0.232, 2.834, -3.335], [-1.039, 3.246, -3.037], [-1.642, 2.782, -1.848], [-2.946, 3.134, -1.435], [-3.443, 2.634, -0.269], [-2.643, 1.780, 0.513], [-1.432, 1.441, 0.166], [-0.918, 1.912, -1.003], [-1.036, -4.289, -5.159], [-0.087, -5.492, -4.284], [0.618, -4.659, -5.670], [-1.413, -2.515, -3.597], [-0.573, -0.805, -2.051], [3.362, -2.447, -2.379], [2.519, -4.159, -3.952], [1.960, 1.657, -2.790], [0.702, 3.191, -4.245], [-1.589, 3.907, -3.698], [-3.544, 3.792, -2.057], [-4.442, 2.882, 0.065], [-3.003, 1.372, 1.450], [-1.209, -3.795, 0.287], [-1.191, -2.584, 0.358], [-1.179, -1.398, 0.425]], "forces_ev_per_a": [[0.104, 0.352, -0.028], [0.085, 0.050, -0.176], [0.086, -0.055, 0.090], [-0.397, 0.003, 0.437], [-0.164, 0.003, -0.205], [-0.387, -0.250, 0.225], [-0.169, 0.284, 0.336], [0.198, -0.257, -0.263], [-0.058, -0.246, 0.148], [0.228, 0.039, -0.420], [0.441, 0.275, 0.109], [0.017, -0.119, -0.073], [-0.053, 0.064, 0.108], [-0.013, -0.019, 0.010], [0.068, 0.031, -0.019], [0.110, 0.005, 0.026], [-0.090, 0.126, 0.111], [0.039, -0.052, 0.002], [0.016, -0.045, 0.037], [0.044, 0.157, 0.033], [0.075, 0.016, -0.001], [-0.119, -0.021, -0.053], [-0.024, 0.017, 0.007], [0.016, -0.023, -0.030], [0.002, -0.022, -0.015], [-0.006, -0.025, 0.033], [-0.061, -0.026, -0.035], [0.027, 0.038, 0.071], [-0.033, 0.015, -0.061], [0.007, -0.028, -0.007], [-0.054, -0.007, -0.009], [0.193, 0.088, -0.081], [0.017, 0.041, -0.071], [0.011, 0.003, 0.040], [-0.349, -0.021, 0.232], [0.021, -0.021, 0.043], [-0.087, 0.048, 0.209], [0.501, 0.314, -0.822], [-0.202, -0.085, -0.069], [-0.083, -0.070, 0.111], [0.014, -0.014, 0.039], [0.018, 0.015, -0.105], [0.117, -0.082, 0.158], [-0.002, 0.001, -0.051], [-0.154, 0.014, 0.019], [-0.146, -0.057, 0.193], [0.179, 0.074, -0.251], [0.104, 0.052, -0.139], [0.025, -0.009, -0.001], [-0.010, 0.016, -0.022], [-0.023, -0.007, 0.005], [0.037, 0.012, -0.004], [0.012, -0.043, 0.105], [-0.030, -0.008, -0.018], [-0.021, 0.012, 0.026], [0.011, -0.039, -0.022], [0.014, -0.022, 0.019], [0.011, -0.007, 0.044], [0.045, 0.003, 0.014], [0.029, -0.024, 0.024], [0.003, -0.019, -0.012], [-0.027, 0.553, 0.029], [0.034, -0.265, -0.010], [-0.199, -0.736, -0.016]], "mulliken_charge": [-0.424, -0.807, 0.146, 0.223, -1.431, 1.390, -1.072, -0.128, -0.528, -0.303, 0.265, 0.565, -0.884, -0.234, -0.799, -0.297, 0.063, 0.243, 0.659, 0.329, 0.340, 0.372, 0.489, 0.451, 0.397, 0.429, 0.589, -1.548, 1.044, -0.793, -0.212, 0.865, -1.026, -0.674, 0.374, -0.732, -0.362, 0.043, -0.281, -0.808, -0.768, -0.999, 0.782, -0.825, -1.030, -0.383, 0.773, 1.127, 0.351, 0.299, 0.378, 0.290, 0.257, 0.410, 0.349, 0.660, 0.381, 0.366, 0.416, 0.423, 0.422, -0.788, 0.730, -0.557]}

3.
{"formula": "C29H23FN3PRuS7", "method": "ωB97M-V with the def2-TZVPD basis set", "s2": 0.757, "max_force_ev_per_a": 1.27, "charge": -1, "e_lumo_ev": [1.7010, 1.3994], "spin_multiplicity": 2, "homo_energy_ev": [-4.06, -4.04], "elements": ["Ru", "N", "C", "C", "C", "C", "C", "C", "N", "C", "C", "C", "S", "C", "N", "H", "H", "H", "H", "H", "H", "H", "S", "S", "S", "S", "F", "C", "C", "C", "C", "C", "C", "C", "H", "H", "H", "H", "H", "H", "S", "P", "S", "C", "C", "C", "C", "C", "C", "C", "C", "C", "C", "C", "C", "H", "H", "H", "H", "H", "H", "H", "H", "H", "H"], "positions_angstrom": [[2.284, 0.630, -1.164], [3.937, 0.237, 2.672], [2.654, 0.295, 3.197], [2.167, 0.303, 4.500], [0.796, 0.402, 4.644], [-0.062, 0.498, 3.535], [0.427, 0.483, 2.245], [1.801, 0.365, 2.093], [2.558, 0.340, 0.930], [3.804, 0.285, 1.316], [4.838, 0.353, 0.304], [6.189, 0.262, 0.385], [6.863, 0.452, -1.173], [5.304, 0.630, -1.841], [4.342, 0.564, -0.970], [4.800, 0.261, 3.181], [2.823, 0.244, 5.359], [0.372, 0.415, 5.640], [-1.128, 0.598, 3.700], [-0.183, 0.584, 1.357], [6.804, 0.091, 1.252], [5.123, 0.791, -2.894], [2.487, 0.909, -3.427], [2.949, 2.835, -3.903], [2.583, 4.079, -2.358], [2.478, 3.027, -0.636], [-2.119, -4.190, -3.013], [-0.994, -3.531, -2.625], [-0.690, -3.439, -1.281], [0.470, -2.776, -0.909], [1.330, -2.211, -1.851], [2.556, -1.476, -1.461], [0.972, -2.338, -3.195], [-0.186, -2.980, -3.590], [-1.356, -3.867, -0.545], [0.710, -2.683, 0.146], [3.314, -1.591, -2.241], [2.927, -1.877, -0.511], [1.613, -1.902, -3.954], [-0.468, -3.050, -4.633], [-2.951, 1.143, -3.274], [-2.197, 0.923, -1.469], [-0.221, 1.143, -1.218], [-2.934, 2.164, -0.319], [-2.176, 2.992, 0.498], [-2.800, 3.898, 1.349], [-4.182, 3.981, 1.392], [-4.946, 3.154, 0.574], [-4.325, 2.256, -0.277], [-2.920, -0.584, -0.687], [-2.716, -0.835, 0.668], [-3.273, -1.946, 1.279], [-4.060, -2.820, 0.537], [-4.281, -2.571, -0.807], [-3.711, -1.457, -1.418], [-1.095, 2.926, 0.451], [-2.197, 4.541, 1.979], [-4.666, 4.691, 2.051], [-6.027, 3.215, 0.599], [-4.916, 1.622, -0.928], [-2.134, -0.138, 1.255], [-3.098, -2.129, 2.332], [-4.503, -3.688, 1.012], [-4.889, -3.249, -1.393], [-3.869, -1.255, -2.470]], "forces_ev_per_a": [[1.189, 0.249, -0.370], [-0.069, -0.012, -0.004], [0.059, -0.025, 0.060], [0.004, 0.007, -0.021], [-0.018, -0.001, 0.002], [0.002, 0.005, 0.016], [-0.043, -0.013, 0.045], [0.094, -0.037, -0.095], [-0.397, 0.032, 0.168], [0.120, -0.027, -0.148], [-0.052, -0.010, 0.100], [0.009, 0.014, -0.024], [0.061, -0.006, -0.003], [-0.061, 0.042, -0.018], [-0.088, -0.067, 0.073], [0.001, -0.004, 0.008], [0.002, -0.002, 0.001], [0.001, 0.006, 0.000], [0.002, -0.003, -0.002], [-0.057, -0.012, -0.019], [-0.012, 0.003, 0.010], [-0.026, -0.003, -0.003], [-0.343, -0.099, 0.013], [0.208, -0.218, -0.203], [-0.239, 0.138, 0.229], [-0.013, -0.115, 0.047], [-0.088, -0.026, 0.051], [-0.074, -0.043, 0.203], [-0.038, -0.007, -0.114], [0.018, 0.029, 0.056], [-0.100, -0.094, -0.127], [-0.524, 0.292, 0.088], [0.111, 0.109, -0.053], [0.005, -0.012, -0.124], [-0.064, -0.004, 0.023], [-0.010, 0.013, -0.008], [0.126, -0.107, 0.106], [0.188, -0.022, -0.033], [-0.001, 0.034, 0.018], [-0.002, -0.014, -0.005], [-0.019, -0.001, 0.010], [-0.022, -0.127, -0.134], [-0.158, 0.186, 0.275], [0.016, 0.077, -0.038], [-0.027, -0.011, 0.011], [0.011, -0.014, 0.012], [-0.008, 0.006, -0.006], [0.004, -0.002, 0.011], [-0.001, -0.005, -0.009], [0.168, -0.069, 0.027], [0.008, 0.027, -0.024], [0.003, -0.008, 0.009], [-0.012, 0.007, 0.000], [0.053, 0.035, -0.051], [0.043, -0.138, -0.029], [0.006, 0.015, -0.011], [0.002, 0.009, -0.007], [0.000, -0.009, 0.009], [0.000, 0.002, -0.005], [0.002, 0.006, -0.006], [0.066, 0.018, 0.034], [-0.008, 0.012, 0.002], [0.006, -0.006, -0.007], [-0.001, -0.008, -0.013], [-0.012, 0.006, -0.001]], "mulliken_charge": [0.213, -0.099, 0.568, -1.160, -0.530, -0.676, 0.791, -0.895, 0.897, 0.100, -0.652, -0.177, -0.215, -0.266, 0.611, 0.228, 0.396, 0.375, 0.530, -0.409, 0.402, 0.292, -0.291, -0.050, -0.031, -0.197, -0.414, 0.535, -0.623, -0.039, 0.596, -1.665, -0.231, -0.837, 0.402, 0.236, 0.532, 0.442, 0.320, 0.416, -0.553, 0.920, 0.009, 0.190, -0.118, -0.689, -0.372, -0.647, -0.581, 0.348, -0.016, -0.591, -0.534, -0.446, -0.537, 0.333, 0.405, 0.357, 0.365, 0.320, -0.095, 0.405, 0.358, 0.396, 0.344]}